Formula: C17H30Cl2FN4O4
Source: the Open Molecules 2025 dataset
Level of theory: ωB97M-V/def2-TZVPD

gap between HOMO and LUMO = 2.6 eV
highest occupied orbital energy = -0.518 eV
LUMO level = 2.1 eV
total charge = -1

Each line ends with the Mulliken charge.
Cartesian coordinates (Å):
Cl: -0.7811 2.3631 -2.2540  -0.263
Cl: 3.0738 1.8927 -0.3255  -0.316
F: 1.8635 -3.3356 -0.3279  -0.402
O: 3.5835 -0.3422 2.2930  -0.726
O: 5.1025 -1.1443 -0.9150  -0.826
O: 1.4543 1.8670 2.3205  -0.386
O: -4.0121 1.0680 1.0604  -0.248
N: -0.2694 -2.7064 -0.3612  -0.106
N: -0.3558 0.6587 0.6600  1.098
N: 0.7361 -0.6483 -0.7729  -0.233
N: -0.8960 -0.6455 0.7227  -0.245
C: -0.1394 -1.3700 -0.1497  0.346
C: -1.9803 -1.1028 1.5354  -1.257
C: -4.8277 2.0910 0.5531  -0.861
C: 4.4293 -0.1465 1.3167  -0.129
C: 0.3965 -4.7073 -1.6496  -0.476
C: -3.6510 0.1065 0.0767  -0.428
C: 1.5704 3.6815 -2.3875  -1.337
C: 4.2786 -1.3230 0.0786  0.462
C: 0.7572 -3.3198 -1.1534  0.236
C: 0.4913 3.9068 1.6292  -1.318
C: 1.3697 1.7009 -0.8225  0.027
C: -3.3060 -1.1831 0.7770  -0.838
C: -0.8543 1.7418 1.4526  -0.589
C: 0.2310 2.5447 2.2283  0.039
C: 0.6127 0.6015 -0.3137  -0.999
C: 0.8838 2.5436 -1.7246  0.910
C: 0.2455 -4.8115 -3.1771  -1.123
H: -5.7585 1.6919 0.1416  0.342
H: 0.4649 -3.8677 -3.6651  0.372
H: 1.0570 4.5274 2.3160  0.423
H: 0.8971 -5.5826 -3.5739  0.286
H: 5.5147 -0.2219 1.5648  0.344
H: 1.1670 -5.3853 -1.2979  0.395
H: 2.6455 3.5677 -2.3228  0.354
H: -1.4907 2.4098 0.8641  0.138
H: -4.3214 2.6645 -0.2276  0.306
H: 1.2776 4.6325 -1.9410  0.261
H: -0.1859 2.7067 3.2293  0.371
H: -0.5404 -5.0278 -1.1966  0.221
H: -2.1160 -0.4464 2.3881  0.519
H: -1.5091 1.2994 2.1908  0.252
H: -2.8069 0.4892 -0.5040  0.160
H: -0.9534 -3.2741 0.0997  0.293
H: 1.2829 3.7210 -3.4348  0.418
H: 3.1937 -1.2230 -0.1454  -0.352
H: 0.9650 -2.6342 -1.9708  0.342
H: 1.0009 3.8253 0.6735  0.161
H: -0.7712 -5.0906 -3.4411  0.286
H: 4.2990 0.7888 0.7190  -0.056
H: 4.3893 -2.2724 0.6571  0.217
H: -5.0665 2.7615 1.3721  0.272
H: -4.1150 -1.4237 1.4652  0.446
H: -1.7211 -2.0842 1.9315  0.571
H: -3.2507 -1.9724 0.0273  0.374
H: -0.4683 4.3929 1.4525  0.396
H: -4.4801 -0.0398 -0.6187  0.614
H: 1.3940 1.0862 2.8778  0.268